Density functional theory data (the ωB97M-V functional and the def2-TZVPD basis) for 4 unconnected molecules or ions with the total composition H7O4.

Computed properties:
Kohn-Sham gap, eV: 9.0
Energy, Ha: -305.2003
Molar mass, g mol⁻¹: 71.05
Net charge: -1

Geometry as XYZ:
```
11
H7O4 the ωB97M-V functional and the def2-TZVPD basis
O -0.011 -0.649 -0.377
H -0.275 -1.502 -0.725
O -0.369 0.579 2.307
H 0.283 -0.100 2.501
H -0.431 0.410 1.333
O -2.412 0.239 -1.244
H -1.583 -0.151 -0.836
H -2.042 0.584 -2.059
O 2.472 0.309 -0.650
H 1.508 0.088 -0.471
H 2.859 0.192 0.221
```

The net atomic charges from natural (NBO), expressed in e, are: O -1.31; H 0.43; O -0.99; H 0.45; H 0.52; O -1.02; H 0.51; H 0.45; O -1.01; H 0.52; H 0.44

Density functional theory data (the ωB97M-V functional and the def2-TZVPD basis) for 40 unconnected molecules or ions with the total composition H80O40.

Computed properties:
Kohn-Sham gap (alpha / beta), eV: 2.1 / 10.1
Energy, Ha: -3057.4950
Molar mass, g mol⁻¹: 720.60
⟨S²⟩: 0.751
2S+1: 2
Net charge: -1

Geometry as XYZ:
```
120
H80O40 the ωB97M-V functional and the def2-TZVPD basis
H 0.481 6.269 -1.578
H -0.153 5.072 -2.563
O -0.245 5.821 -2.004
H -3.846 0.695 4.245
H -5.010 -0.128 4.651
O -4.341 -0.090 3.973
H 0.163 2.236 -0.775
H -0.406 3.402 -1.655
O -0.005 3.188 -0.811
H 4.051 -0.277 -4.617
H 2.645 -0.926 -4.574
O 3.384 -0.642 -4.024
H 3.150 -3.155 4.554
H 2.620 -1.925 5.448
O 2.531 -2.852 5.229
H 2.685 -2.976 -3.776
O 2.219 -3.715 -4.140
H 5.355 -3.032 1.049
O 5.110 -3.273 0.145
H -3.038 1.092 -1.880
H -3.137 2.634 -1.737
O -2.928 1.823 -1.290
H -3.536 -1.704 1.066
H -3.441 -1.049 2.512
O -3.175 -0.967 1.581
H -0.621 -5.472 -1.227
H 0.481 -6.603 -1.146
O -0.457 -6.416 -1.136
H -2.152 1.820 0.939
H -0.771 2.362 0.629
O -1.380 2.230 1.362
H -1.139 -3.864 2.586
O -1.933 -4.194 2.164
H 0.429 -2.561 3.535
H 1.267 -3.658 3.930
O 0.393 -3.528 3.546
H -0.239 4.646 2.362
H 0.361 4.255 1.015
O 0.286 4.985 1.643
H -0.552 3.227 -4.061
H 0.842 2.627 -3.771
O 0.008 2.458 -4.229
H -5.605 1.387 -3.074
H -4.941 0.211 -2.238
O -5.637 0.461 -2.864
H -2.060 -0.436 -4.469
H -2.220 0.462 -5.565
O -2.450 0.444 -4.625
H 2.168 -4.467 -0.606
H 1.093 -4.199 -1.485
O 2.018 -4.472 -1.555
H 4.315 2.771 0.033
O 4.006 1.842 -0.037
H 2.471 4.913 -0.427
H 1.093 5.330 -0.375
O 1.962 5.730 -0.525
H -3.296 -3.497 0.263
O -3.967 -3.409 -0.412
H 2.774 1.154 -1.314
H 2.117 1.042 -2.678
O 1.901 1.101 -1.724
H -1.105 -3.474 -0.748
H -1.469 -2.653 -1.949
O -1.474 -3.582 -1.671
H -3.688 -0.835 -0.585
H -4.592 -0.424 0.444
O -4.477 -0.286 -0.495
H 2.596 -4.803 2.575
H 3.252 -3.488 1.862
O 3.052 -3.973 2.661
H 2.485 4.683 2.879
H 2.884 4.781 4.195
O 3.260 4.392 3.390
H 0.373 -0.340 -2.615
H -0.802 0.336 -3.104
O -0.570 -0.550 -2.756
H -3.113 4.887 1.004
H -2.501 3.692 1.583
O -3.386 4.023 1.342
H 5.082 4.236 1.933
H 5.525 2.697 1.943
O 5.460 3.504 1.434
H -0.269 0.912 4.603
H -1.434 1.545 3.871
O -0.943 1.583 4.690
H -3.727 2.621 -4.192
H -4.110 3.741 -3.314
O -3.595 3.578 -4.122
H 4.320 0.611 1.299
O 4.666 -0.270 1.509
H -1.070 -0.154 2.443
H 0.416 -0.499 2.501
O -0.193 0.225 2.314
H 3.108 1.972 0.315
H 2.678 -4.486 -3.792
H -3.454 -3.598 -1.216
H 5.668 -4.053 0.029
H -1.806 -5.120 1.954
H 5.581 -0.524 1.464
O -1.943 -3.265 5.312
H -2.654 -3.525 4.731
H -1.120 -3.522 4.875
O -4.831 3.715 -1.096
H -4.779 4.647 -0.845
H -4.706 3.373 -0.184
O -0.989 -1.657 0.016
H -1.653 -1.542 0.702
H -0.847 -0.985 -0.665
O 2.223 -0.812 0.308
H 2.611 -0.763 -0.570
H 1.364 -1.249 0.265
O 0.834 3.130 3.512
H 0.386 2.338 3.172
H 0.125 3.325 4.135
O 5.402 -2.899 -2.496
H 6.162 -2.304 -2.432
H 4.760 -2.202 -2.695
O -1.601 -3.235 -4.429
H -1.044 -3.750 -3.832
H -2.023 -3.924 -4.954
```

Mulliken atomic charge list, values in e, 99 entries: H 0.27; H 0.23; O -0.68; H 0.25; H 0.23; O -0.48; H 0.19; H -0.42; O 0.56; H 0.19; H 0.23; O -0.26; H 0.34; H 0.31; O -0.67; H 0.23; O -0.64; H 0.24; O -0.44; H -0.23; H -0.03; O 0.48; H 0.25; H 0.10; O -0.54; H 0.29; H 0.33; O -0.69; H 0.05; H -0.13; O 0.22; H 0.36; O -0.48; H 0.20; H 0.28; O -0.73; H 0.24; H 0.22; O -0.61; H 0.21; H 0.22; O -0.44; H 0.28; H 0.38; O -0.64; H 0.17; H 0.25; O -0.50; H 0.24; H 0.21; O -0.51; H 0.24; O -0.46; H 0.35; H 0.28; O -0.70; H 0.25; O -0.73; H 0.23; H 0.11; O -0.37; H 0.38; H 0.26; O -0.62; H 0.31; H 0.28; O -0.68; H 0.24; H 0.24; O -0.49; H 0.30; H 0.29; O -0.59; H 0.05; H 0.14; O -0.42; H 0.33; H 0.16; O -0.65; H 0.31; H 0.31; O -0.60; H 0.37; H 0.26; O -0.67; H 0.28; H 0.30; O -0.68; H 0.30; O -0.50; H 0.10; H -0.02; O -0.42; H 0.31; H 0.27; H 0.39; H 0.25; H 0.29; H 0.23

What is the formula in the second record?
H80O40

Number 2 is which compound?
H80O40

Which value of molar mass does entry 1 give?
71.05 g mol⁻¹